18
Properties=species:S:1:pos:R:3:forces:R:3 method="wB97M-V/def2-TZVPD" charge=0 e_homo_ev=-7.0 e_above_lowest_kcal_mol=137.94 orbital_gap_ev=7.324 e_tot_ev=-8791.63720
C 1.0212 -2.1290 -0.5670 -0.541 0.187 -0.216
N -0.1365 -1.4506 -0.0136 -0.566 0.398 0.398
C -0.8040 -0.4613 -0.8327 0.416 -1.050 -1.028
N -1.1872 -0.4239 -1.9694 0.048 0.520 0.319
H -0.7467 -2.0318 0.5487 0.030 0.133 -0.332
H 0.8221 -3.1899 -0.7285 0.069 0.023 -0.215
H 1.2196 -1.6296 -1.5208 0.271 -0.371 0.112
H 1.8802 -2.0547 0.1095 0.095 0.112 -0.070
C -0.7358 2.2407 -0.4086 0.211 0.095 -0.061
C 0.6306 0.3755 1.3981 -1.466 2.855 -0.949
N -0.7971 0.9049 0.1634 1.641 -2.240 2.592
H -1.6388 0.7970 0.7218 0.124 0.049 0.113
H -1.6018 2.8447 -0.1264 0.107 -0.140 -0.025
H -0.7131 2.1293 -1.4954 -0.039 -0.112 -0.028
H 0.1645 2.7723 -0.0839 -0.023 -0.156 -0.002
H 0.3997 1.2277 2.0318 0.414 0.208 0.068
H 0.7523 -0.4968 2.0287 -0.738 -0.370 -0.664
H 1.4707 0.5755 0.7443 -0.052 -0.142 -0.013

=====

59
Properties=species:S:1:pos:R:3:forces:R:3 method="wB97M-V/def2-TZVPD" charge=+1 e_homo_ev=-10.5 e_above_lowest_kcal_mol=97.89 orbital_gap_ev=8.091 e_tot_ev=-34397.88902
C -0.5391 -0.2205 0.0532 2.042 -1.198 1.147
C -0.1694 1.2006 -0.4114 -0.322 1.665 1.323
C -0.6845 1.4633 -1.8048 -2.082 -0.814 -0.777
C -2.0315 1.5077 -2.0717 -0.308 -1.169 1.712
N -2.7486 1.3839 -3.3015 1.800 0.316 0.888
C 0.2392 1.7155 -2.9516 1.394 -0.013 1.081
C 0.3997 3.2374 -3.0142 2.670 0.163 -1.340
N 0.2820 -0.5376 1.3100 -2.060 -2.575 0.475
H -1.5434 -0.5027 0.3675 -0.295 0.826 -0.500
H -0.1775 -1.0284 -0.6003 -0.294 0.690 -0.295
H -0.5787 1.9781 0.3367 0.184 -1.248 -1.085
H 0.9426 1.4414 -0.3357 -1.312 -0.853 -0.273
H -2.7526 1.4476 -1.1614 1.284 0.199 -1.614
H -2.1548 1.4089 -4.1724 -1.718 0.462 1.315
H -3.6747 1.8086 -3.1945 0.771 -0.207 -1.089
H -0.1725 1.3668 -3.8905 -0.063 -0.079 -0.216
H 1.2887 1.1856 -2.9216 -2.523 0.983 -0.343
H -0.5070 3.7588 -2.9294 -1.489 0.334 0.110
H 1.1000 3.7726 -2.2815 -0.651 -1.238 -1.043
H 0.7296 3.3387 -4.0717 0.328 0.988 0.729
H -0.0370 -0.0622 2.1401 -0.122 0.567 0.402
H 0.2135 -1.5714 1.6236 0.019 1.747 -1.182
H 1.2514 -0.3812 1.1618 1.554 0.438 -0.002
H -0.0629 -4.4000 0.3509 0.643 -3.898 -3.565
H -1.0041 -3.9401 1.3881 -3.353 -1.047 1.777
O -0.2470 -3.7672 0.9369 2.672 4.949 2.096
H 2.6120 1.5302 2.3644 -1.395 -0.732 0.072
H 2.5379 2.8698 2.7199 -0.886 0.542 0.659
O 1.9238 2.1131 2.7916 2.108 0.625 -0.609
H 0.3107 3.1837 2.0536 2.481 -0.823 -0.005
H -0.5729 4.3527 2.3785 -0.097 0.197 0.010
O -0.5752 3.4361 2.0988 -2.421 0.573 0.155
H 2.9545 -0.4809 -2.0378 -0.205 -0.165 -0.041
H 2.3038 1.0013 -2.1850 2.253 -2.451 2.546
O 2.8470 0.3373 -1.5370 -1.357 2.281 -1.779
H 2.8050 0.4006 0.1350 0.491 -0.226 2.137
H 3.5689 -0.4490 1.3525 -2.524 2.527 -0.652
O 2.8426 0.3143 1.1890 2.884 -2.607 -1.940
H -2.6288 -4.5467 -0.8357 0.840 1.929 -0.570
H -2.9846 -3.2633 -0.0558 2.263 -0.408 -2.605
O -2.3412 -3.5720 -0.8404 -3.446 -1.507 2.999
H 1.9158 -3.5989 0.6077 0.963 2.262 0.970
H 2.3870 -2.4544 -0.2279 -0.016 0.121 0.972
O 2.3166 -2.6665 0.7414 -0.694 -2.087 -2.008
H -0.3036 -0.2037 4.4728 1.175 2.457 1.569
H -0.4284 -1.6331 4.2081 -0.552 0.045 -0.371
O -0.7704 -0.7718 3.9128 -1.076 -3.045 -1.439
H -1.4366 -1.1708 -2.8102 -1.171 1.336 -0.108
H -1.3972 -2.5023 -1.9448 0.379 1.007 -1.249
O -0.9384 -1.9429 -2.6478 0.293 -2.203 1.110
H -3.8219 -1.4026 2.2520 -1.498 0.082 0.653
H -2.5473 -0.6489 2.7416 0.205 0.541 1.247
O -2.9187 -1.2298 2.1011 1.291 -0.837 -1.888
H 0.9673 1.6100 4.3883 2.476 0.033 -1.145
H -0.3138 1.9763 4.7037 -0.822 -0.417 0.599
O 0.2876 1.2436 4.9124 -1.305 1.062 0.882
H 0.7436 -2.0176 -2.3681 -2.790 1.029 -0.622
H 1.7306 -3.0109 -2.9928 -0.367 1.326 1.786
O 1.5629 -2.4071 -2.1967 3.751 -2.454 -1.064

=====

22
Properties=species:S:1:pos:R:3:forces:R:3 method="wB97M-V/def2-TZVPD" charge=+1 e_homo_ev=-14.3 e_above_lowest_kcal_mol=186.73 orbital_gap_ev=6.051 e_tot_ev=-10983.70704
C -1.8690 -0.1734 2.5671 0.248 -0.392 0.753
C -2.1435 -0.3396 1.0278 3.178 0.986 -0.038
C -0.9332 -1.0869 0.3589 -2.655 -0.290 2.850
C -0.1682 -0.6974 -0.6419 -0.076 2.563 -0.841
N 1.0583 -1.1405 -1.0046 3.474 1.312 1.945
C 2.2007 -0.2075 -0.4937 -2.359 -5.358 -3.074
H -2.7094 0.2778 3.1580 0.915 0.886 -1.182
H -0.8266 0.1977 2.7374 -1.380 0.597 -0.098
H -1.8656 -1.0449 3.2152 0.128 -1.296 -0.836
H -2.0864 0.6776 0.5657 -0.676 -0.776 0.357
H -3.0610 -0.8387 0.8494 -0.909 -0.509 -0.399
H -0.5510 -1.8858 0.9282 0.172 -1.361 0.766
H -0.4527 0.2476 -1.0794 0.373 0.299 -0.430
H 1.2884 -2.1452 -1.0254 -0.008 0.534 -1.069
H 2.9533 -0.2797 -1.3164 -0.080 0.540 1.374
H 2.3401 -0.5898 0.5441 -0.443 1.893 -0.128
H 0.9304 1.7320 -3.9013 0.359 0.421 -0.527
H 1.7884 0.9796 -2.8198 -0.264 0.488 -0.690
O 0.8943 1.1782 -3.1318 -0.089 -0.877 1.204
H 0.8998 1.0405 0.8459 1.798 -1.684 -1.650
H 0.9901 2.2729 1.6754 1.008 1.230 0.604
O 0.4099 1.6181 1.3501 -2.716 0.794 1.108

=====

11
Properties=species:S:1:pos:R:3:forces:R:3 method="wB97M-V/def2-TZVPD" charge=0 e_homo_ev=-9.3 e_above_lowest_kcal_mol=0.00 orbital_gap_ev=9.300 e_tot_ev=-20419.92666
I -1.4874 1.6606 -0.9482 -0.020 -0.022 0.029
I 0.8849 0.2955 -3.1838 -0.015 0.008 0.009
C 1.3047 0.7378 -0.2152 0.243 0.111 0.236
C 0.1890 0.3529 -1.1641 -0.195 -0.734 0.159
H 1.6809 1.7511 -0.4347 -0.160 -0.421 0.077
H 2.1407 0.0243 -0.3083 -0.312 0.254 0.020
H 0.9381 0.7163 0.8249 0.121 -0.009 -0.376
H -0.2107 -0.6628 -0.9680 0.320 0.752 -0.091
O -1.4450 -1.7048 1.9949 -1.091 0.261 0.387
H -2.0261 -0.9475 1.7558 0.566 -0.782 0.264
H -1.9690 -2.2233 2.6467 0.543 0.581 -0.713

=====

49
Properties=species:S:1:pos:R:3:forces:R:3 method="wB97M-V/def2-TZVPD" smiles="O=C(OCc1nnc(-c2ccccc2)o1)c1cc(S(=O)(=O)N2CCOCC2)c(Cl)cc1Cl" charge=0 e_homo_ev=-8.9 e_above_lowest_kcal_mol=34.46 orbital_gap_ev=8.473 e_tot_ev=-73650.13329
O 2.2227 2.3395 0.6853 -0.082 -0.136 0.178
C 1.2625 1.6682 0.9509 0.115 0.254 -0.195
O 1.1653 0.9373 2.0751 -0.242 -0.195 0.084
C 2.3065 0.9556 2.9192 0.170 0.056 0.181
C 3.5326 0.4964 2.2100 0.613 0.147 0.228
N 4.7564 0.7842 2.5070 -1.312 0.677 0.925
N 5.5351 0.1419 1.6218 0.585 -0.934 -1.213
C 4.7513 -0.5100 0.8161 0.437 0.546 0.699
C 5.1401 -1.3360 -0.3027 -0.116 -0.343 -0.461
C 6.4953 -1.4932 -0.5937 -0.193 0.047 0.078
C 6.8781 -2.2811 -1.6609 0.016 -0.012 -0.017
C 5.9205 -2.9131 -2.4404 -0.024 -0.024 -0.035
C 4.5739 -2.7563 -2.1529 0.007 -0.063 -0.080
C 4.1784 -1.9703 -1.0872 0.105 0.113 0.142
O 3.4468 -0.3302 1.1497 -0.046 -0.140 -0.059
C 0.0475 1.5139 0.1060 -0.151 0.024 -0.204
C -0.7953 0.4205 0.3007 0.078 0.030 0.054
C -1.9146 0.2348 -0.4797 -0.376 -0.509 0.089
S -2.9617 -1.2041 -0.1968 0.109 0.637 -0.062
O -2.4097 -1.9001 0.9293 0.052 0.180 0.196
O -3.1244 -1.9167 -1.4249 -0.177 0.020 -0.093
N -4.3966 -0.4349 0.1737 0.871 -0.562 -0.234
C -5.6139 -1.0353 -0.3421 -0.295 -0.488 -0.155
C -6.0956 -2.1501 0.5883 -0.008 0.096 -0.298
O -6.2615 -1.6716 1.9048 -0.178 0.075 0.048
C -5.0494 -1.1705 2.4240 0.243 0.189 0.091
C -4.5138 -0.0240 1.5597 -0.055 -0.073 0.587
C -2.2220 1.1466 -1.4822 0.381 0.123 0.208
Cl -3.6094 0.9092 -2.4373 -0.324 0.379 -0.646
C -1.4004 2.2430 -1.6977 -0.030 -0.142 0.092
C -0.2685 2.4267 -0.9112 -0.133 -0.465 0.246
Cl 0.7013 3.8005 -1.2059 -0.011 0.384 -0.262
H 2.0644 0.2826 3.7465 0.002 0.133 -0.133
H 2.4956 1.9634 3.3050 -0.010 -0.204 -0.059
H 7.2193 -0.9908 0.0275 0.109 0.039 0.044
H 7.9261 -2.4049 -1.8889 0.086 -0.003 -0.009
H 6.2242 -3.5286 -3.2741 0.026 -0.047 -0.064
H 3.8298 -3.2485 -2.7610 -0.055 -0.037 -0.047
H 3.1307 -1.8433 -0.8578 -0.073 -0.001 0.007
H -0.5787 -0.3095 1.0651 0.056 0.000 0.078
H -5.3902 -1.4308 -1.3320 -0.213 0.036 -0.022
H -6.3692 -0.2467 -0.4163 0.072 -0.033 -0.013
H -7.0708 -2.5265 0.2759 0.104 -0.033 -0.057
H -5.3592 -2.9683 0.5735 -0.103 0.001 -0.004
H -5.2718 -0.8235 3.4343 0.097 -0.004 -0.041
H -4.2933 -1.9671 2.4611 -0.117 0.084 0.069
H -3.5258 0.2832 1.9029 -0.082 0.147 0.192
H -5.1981 0.8295 1.5967 0.097 -0.025 0.006
H -1.6361 2.9531 -2.4737 -0.025 0.056 -0.057

=====

102
Properties=species:S:1:pos:R:3:forces:R:3 method="wB97M-V/def2-TZVPD" smiles=CCCC#N.CCCC#N.CCCC#N.CCCC#N.CCCC#N.CCCC#N.CCCC#N.CO.CO.CO charge=0 e_homo_ev=-10.2 e_above_lowest_kcal_mol=0.00 orbital_gap_ev=10.384 e_tot_ev=-49707.10638
C 15.0893 13.5001 8.7121 0.120 0.168 -0.647
C 14.3371 12.7168 7.6066 0.282 0.140 0.918
C 15.1443 11.5140 7.1514 0.493 -0.292 -0.269
C 15.2162 10.4075 8.1059 -0.403 0.393 -0.189
N 15.2444 9.5008 8.8025 0.065 -0.376 0.468
H 16.0706 13.8235 8.3254 -0.315 -0.045 0.108
H 15.2890 12.9545 9.6421 -0.259 -0.162 -0.308
H 14.5284 14.3979 8.9594 0.001 0.101 0.141
H 14.1033 13.3744 6.7549 0.247 -0.269 0.267
H 13.3964 12.3311 7.9863 -0.339 0.169 0.085
H 16.1901 11.7878 6.9930 -0.056 0.141 -0.392
H 14.7319 11.0861 6.2377 0.130 0.061 -0.138
C 11.6316 10.7707 16.4562 -0.448 -0.266 0.324
C 12.9791 10.1660 16.1142 0.438 0.586 0.371
C 13.6019 9.4163 17.2998 -0.583 -0.791 -0.314
C 12.7866 8.2020 17.6237 0.865 0.677 0.278
N 12.2184 7.2470 17.9106 -0.145 0.039 -0.126
H 10.9563 9.9753 16.7784 -0.240 0.030 -0.249
H 11.1939 11.3168 15.6214 -0.033 -0.174 -0.062
H 11.6646 11.4592 17.3098 0.347 -0.012 -0.141
H 13.6631 10.9883 15.9139 0.196 0.061 -0.386
H 12.9446 9.5125 15.2342 -0.102 0.101 0.151
H 13.6797 10.0689 18.1757 -0.152 -0.204 -0.051
H 14.6126 9.0863 17.0394 -0.133 -0.070 0.115
C 15.8710 8.1827 12.0280 0.030 0.241 0.026
C 16.8143 9.2968 12.4445 0.004 0.559 -0.031
C 16.6435 9.5864 13.9432 0.668 -0.178 -0.114
C 17.5631 10.6210 14.4077 -0.404 0.192 0.101
N 18.2589 11.4364 14.8139 0.205 0.219 0.050
H 15.8329 8.0816 10.9362 0.395 -0.436 0.335
H 14.8341 8.3998 12.3058 0.152 -0.018 0.314
H 16.2257 7.3110 12.6006 -0.494 -0.207 -0.688
H 16.6219 10.2404 11.9293 -0.113 -0.089 -0.225
H 17.8582 9.0337 12.2057 -0.341 0.036 0.234
H 16.9140 8.7094 14.5333 -0.337 -0.226 0.005
H 15.6132 9.8798 14.1624 0.104 -0.014 0.053
C 14.0047 13.9887 17.8317 1.233 0.137 -0.182
C 15.2121 14.7956 17.2180 -0.970 -0.082 0.350
C 16.0674 13.9618 16.2695 -0.310 0.228 -0.361
C 15.2656 13.4697 15.1387 0.299 -0.247 -0.028
N 14.6519 13.0716 14.2509 -0.044 0.083 0.116
H 14.4063 13.1225 18.3790 -0.135 0.293 0.122
H 13.3544 13.5633 17.0702 -0.022 0.190 -0.292
H 13.3906 14.6012 18.4943 0.192 -0.038 -0.025
H 15.8816 15.1875 17.9948 -0.317 -0.159 -0.011
H 14.8386 15.6640 16.6629 -0.049 -0.087 0.177
H 16.5236 13.1216 16.7753 0.089 -0.340 0.044
H 16.8766 14.5659 15.8557 0.022 -0.060 -0.007
C 11.1225 14.2313 14.9298 -0.158 -0.815 0.731
C 11.0444 15.2861 13.8928 -0.005 0.919 -0.814
C 12.3144 16.1561 13.8118 0.410 -0.476 0.276
C 12.5002 16.9553 15.0340 -0.204 1.045 0.056
N 12.6166 17.6543 15.9467 -0.012 -0.731 -0.524
H 10.2291 13.5896 14.8924 0.216 0.231 0.162
H 11.2090 14.6821 15.9240 -0.008 -0.234 -0.001
H 11.9802 13.5896 14.7467 0.215 -0.148 0.122
H 10.2130 15.9558 14.1473 -0.076 -0.170 -0.531
H 10.9108 14.7998 12.9132 -0.209 0.450 0.209
H 12.3562 16.7690 12.8954 -0.123 0.022 0.598
H 13.1977 15.5100 13.8002 -0.030 -0.185 -0.311
C 7.5530 15.6608 8.8884 0.583 0.218 0.066
C 9.0843 15.7949 8.9993 -0.742 0.019 -0.289
C 9.6936 14.6543 9.7748 0.059 -0.670 0.614
C 9.5243 13.3124 9.1793 0.104 0.324 0.054
N 9.3971 12.2513 8.7573 0.081 0.098 -0.036
H 7.1156 15.5844 9.8861 -0.042 -0.066 -0.059
H 7.3058 14.7584 8.3307 -0.168 0.043 -0.019
H 7.1255 16.5383 8.3976 -0.003 -0.181 -0.047
H 9.3380 16.7129 9.5380 0.055 -0.009 -0.244
H 9.5441 15.8015 8.0060 -0.084 0.301 0.077
H 9.2376 14.5815 10.7722 0.071 0.099 -0.097
H 10.7566 14.8383 9.9274 0.062 -0.168 -0.027
C 12.3274 12.9239 11.3309 0.795 -0.027 -0.147
C 12.8190 11.5217 10.9781 0.129 -0.104 -0.096
C 12.5132 10.5026 12.0792 0.202 0.117 0.039
C 11.0904 10.5296 12.4070 0.054 -0.469 0.477
N 10.0091 10.5472 12.7922 -0.137 0.076 -0.150
H 12.7729 13.2821 12.2565 0.037 -0.131 0.254
H 11.2502 12.9389 11.4280 -0.282 0.045 -0.038
H 12.6544 13.6333 10.5666 -0.235 -0.039 -0.113
H 13.8926 11.4955 10.7530 -0.178 0.093 0.220
H 12.3193 11.1889 10.0701 -0.087 -0.028 -0.168
H 13.0329 10.7536 13.0084 0.088 0.164 -0.030
H 12.8360 9.4832 11.8350 -0.254 0.200 -0.125
C 7.4349 12.1449 12.0284 0.842 -0.960 0.023
O 6.3165 12.9027 11.6277 -0.145 0.140 0.218
H 7.3147 11.6912 13.0179 -0.116 0.055 -0.066
H 7.6586 11.3112 11.3372 -0.456 0.561 0.107
H 8.3452 12.7445 12.0680 0.150 0.190 0.007
H 6.0667 13.3912 12.4203 -0.244 0.074 -0.309
C 11.9102 8.0788 8.3057 -0.171 -0.156 -0.371
O 11.4662 6.7360 8.4855 0.069 0.068 0.289
H 11.1468 8.6280 7.7374 0.286 -0.383 -0.096
H 12.0047 8.6339 9.2376 0.211 -0.105 0.333
H 12.8706 8.0479 7.7833 -0.107 0.478 -0.024
H 12.2048 6.2363 8.8600 -0.283 0.126 -0.122
C 12.6192 6.5440 11.9719 0.488 0.342 0.611
O 12.5679 7.1601 13.2760 0.317 0.107 -0.519
H 12.5304 7.2946 11.1621 -0.506 -0.439 0.300
H 13.6096 6.0949 11.8319 -0.164 0.026 0.308
H 11.8763 5.7528 11.9903 -0.142 -0.012 -0.767
H 11.6392 7.2236 13.5158 0.008 0.070 0.068